1.
This record from the OMol25 dataset describes a cluster of 12 separate species, C36H84N12O12 in total at a distorted geometry. The level of theory is wB97M-V/def2-TZVPD.

XYZ file:
```
144
Properties=species:S:1:pos:R:3:lowdin_charge:R:1
H 2.94 0.50 2.02 0.063
H 1.66 -2.93 6.85 0.078
N 0.28 3.86 -2.71 -0.006
H 6.02 -0.29 0.00 0.096
N -4.18 4.13 0.13 0.016
H 0.19 2.41 1.17 0.128
C 2.58 0.17 6.41 -0.540
H 2.55 3.00 1.62 0.063
H 2.10 -3.16 -2.35 0.050
H -1.97 -2.87 -2.96 0.110
H -2.48 -4.17 1.27 0.072
C -0.58 -5.09 -3.26 0.016
O 6.24 2.20 -2.03 -0.009
C -6.50 0.00 -3.55 -0.582
H 4.78 1.91 0.67 0.068
H 6.11 -1.11 -1.93 0.074
H -1.47 -5.67 -3.49 0.089
H 2.64 -1.72 -3.95 0.092
C -2.24 -2.20 5.13 -0.052
C 5.85 1.68 0.63 -0.075
H 1.01 5.12 -1.34 0.094
H -4.56 -0.25 -4.21 0.124
H -4.24 -0.18 0.10 0.057
C 2.82 -3.76 -1.86 -0.078
H -5.59 2.41 -3.43 0.065
H 2.71 -0.30 -4.90 0.062
H 1.17 1.60 7.09 0.082
H 0.67 5.81 -3.05 0.094
C 1.86 1.53 6.24 0.015
H 6.12 1.23 1.57 0.084
H 1.36 -0.54 0.06 0.055
C 2.52 0.18 -2.79 -0.518
H 0.26 -5.70 -3.40 0.065
H -2.94 -2.04 4.30 0.081
H 4.90 -5.04 0.05 0.121
C 0.30 2.80 -1.86 -0.567
C -1.48 -1.76 -4.72 -0.077
H -3.55 -5.08 0.32 0.106
C -2.28 0.31 5.37 -0.555
N 6.13 0.67 -0.35 -0.002
C 2.14 -2.27 6.09 -0.116
H -1.28 -1.06 1.32 0.104
H 2.61 2.29 6.30 0.068
H -4.39 4.36 -1.91 0.084
H 6.50 -4.55 -0.57 0.092
H 3.38 -1.89 -1.27 0.093
C -0.59 -1.10 0.43 -0.040
C -3.44 -2.97 -0.30 -0.567
H -1.84 -0.92 -4.12 0.072
H 3.06 -0.81 2.99 0.090
H -4.21 1.63 2.25 0.085
O 0.66 -1.05 3.06 -0.024
H 5.15 -0.11 -3.05 0.059
H -0.61 -2.11 -0.04 0.090
C -1.67 1.47 6.16 -0.009
H -7.35 -1.42 -4.73 0.078
H -0.21 3.74 -3.58 0.130
H -0.73 -4.79 -2.23 0.057
H -2.26 -2.16 -5.45 0.114
O -0.04 -3.86 -5.20 0.033
C 2.81 -0.56 1.94 0.036
C -4.91 -1.03 0.02 -0.038
C 2.24 -0.69 -4.02 0.039
H 1.73 4.39 1.13 0.052
H 6.90 -0.25 -3.32 0.087
C -4.75 2.21 1.47 0.008
C -2.82 -4.24 0.23 0.001
N 0.21 2.44 2.20 0.043
H -4.15 2.20 -4.30 0.102
C 6.20 1.01 -1.66 -0.522
H -7.60 -1.78 -3.02 0.084
O 3.67 -0.01 6.81 0.088
H 2.39 -4.47 -1.09 0.109
O 0.74 3.79 3.97 0.003
H -2.71 4.65 -1.25 0.073
O -3.33 0.55 4.78 0.003
H -2.65 -2.75 5.94 0.075
N 1.72 -0.89 6.09 -0.027
H -5.18 -1.14 -1.04 0.080
H -1.46 -2.82 4.77 0.057
C 3.47 2.12 -4.06 -0.058
H 5.18 -4.95 -1.64 0.043
C 4.97 -3.07 -0.65 -0.561
H -5.14 3.06 2.04 0.074
H 3.35 -4.40 -2.54 0.073
H 3.25 -2.32 6.16 0.093
O -7.44 0.71 -3.18 0.025
N -1.72 -0.91 5.55 0.022
N -4.26 -2.27 0.53 0.027
H 2.66 4.51 2.65 0.113
H -4.18 -2.35 1.57 0.160
H -4.73 4.65 0.79 0.126
H 0.13 0.66 -2.04 0.076
H -0.94 -0.90 6.22 0.123
C 1.30 -0.87 1.99 -0.500
H -1.28 1.30 7.16 0.071
C -0.47 1.57 -2.27 0.012
H 6.54 2.51 0.34 0.102
H 2.14 4.73 -2.71 0.086
H 1.06 -0.82 5.29 0.085
H 2.75 2.95 -4.41 0.108
N 0.77 -0.80 0.78 0.047
H 3.56 1.48 -4.90 0.060
H -1.62 1.37 2.05 0.095
O 1.00 2.77 -0.89 0.038
C -3.97 2.81 0.33 -0.511
H -5.69 -0.75 0.68 0.069
C -3.76 4.74 -1.10 -0.056
H -0.86 1.88 5.45 0.075
H -4.20 1.81 -2.54 0.060
C 2.03 3.86 2.00 -0.005
H 2.73 2.06 -2.11 0.130
N 3.76 -2.84 -1.27 0.026
H -0.63 0.92 3.31 0.041
H -1.94 -4.42 -0.42 0.063
C -0.61 -3.87 -4.13 -0.605
H -1.44 1.56 -1.76 0.064
H 1.83 -2.73 5.15 0.068
H 4.38 2.59 -3.78 0.065
H 1.20 -0.78 -4.17 0.058
N -5.23 0.37 -3.80 0.027
O 5.54 -2.21 -0.04 0.030
N -1.29 -2.81 -3.75 0.011
H -1.55 2.43 3.40 0.088
H 3.43 -1.07 1.20 0.064
H -4.02 5.78 -1.07 0.079
H -2.45 2.22 6.35 0.086
O -3.25 2.15 -0.44 -0.024
C 5.44 -4.47 -0.76 0.010
H -5.99 -2.17 -3.90 0.101
C 0.93 3.35 2.80 -0.563
C 6.12 -0.19 -2.57 0.017
C -4.78 1.71 -3.48 -0.083
H -0.98 -0.48 -0.31 0.039
H -0.62 -1.56 -5.31 0.057
H 1.32 1.51 5.29 0.053
H -0.83 1.59 -3.30 0.075
N 2.81 1.49 -2.95 0.051
C -0.90 1.80 2.80 -0.091
C 1.10 5.00 -2.44 -0.066
O 2.27 -0.30 -1.69 -0.017
O -3.38 -2.63 -1.48 0.003
H -5.61 1.66 1.06 0.088
C -6.86 -1.44 -3.76 -0.023
```

Output
Total energy ... -81149.6381 eV
Relative energy (zero: lowest compared OMol25 entry of this formula, charge and spin) ... 321.55 kJ/mol
Gap between HOMO and LUMO ... 9.20 eV
LUMO ... 0.1 eV
SMILES string ... CNC(C)=O.CNC(C)=O.CNC(C)=O.CNC(C)=O.CNC(C)=O.CNC(C)=O.CNC(C)=O.CNC(C)=O.CNC(C)=O.CNC(C)=O.CNC(C)=O.CNC(C)=O

=====

2.
This record from the OMol25 dataset describes a cluster of 5 separate species, C36H85N8O in total at a distorted geometry. The level of theory is wB97M-V/def2-TZVPD.

XYZ file:
```
130
Properties=species:S:1:pos:R:3:lowdin_charge:R:1
H 1.33 1.83 -7.03 0.159
H 1.87 -8.37 -2.99 0.103
H 5.45 -6.20 -4.63 0.065
C 5.72 -6.68 -3.68 -0.085
H -2.19 2.78 3.59 0.052
H 1.64 5.82 3.43 0.052
C -3.39 1.36 0.60 -0.085
H -4.62 -2.23 8.24 0.066
H -3.73 0.79 1.46 0.065
C -2.80 4.18 2.02 -0.240
N 2.98 2.15 -3.34 0.259
H -5.54 -1.78 9.67 0.072
C 3.36 -8.96 -4.40 -0.080
C 1.41 1.05 -6.27 -0.219
H -1.45 -0.54 -4.73 0.113
N 1.41 1.73 -4.94 0.014
N 3.26 -6.83 -2.99 -0.198
H 4.64 -5.46 -2.28 0.101
H -3.62 3.29 -0.33 0.098
C -5.45 -1.62 8.60 -0.086
C 2.38 2.95 2.21 -0.256
H -0.19 0.93 -3.79 0.120
H -0.06 -1.25 -2.99 0.091
C 4.59 3.82 2.72 -0.279
H -0.97 3.96 3.13 0.065
H 0.44 -0.38 -7.51 0.137
H 4.44 -9.14 -4.45 0.056
H -4.21 4.30 4.43 0.068
H 3.57 1.09 -6.75 0.126
H 3.37 6.14 3.63 0.068
H 5.94 -7.72 -3.87 0.057
C 2.50 5.65 4.07 -0.079
H -5.63 0.86 5.14 0.086
C -0.84 -1.44 -4.97 -0.224
H 0.31 2.42 -2.41 0.088
H 0.37 -2.76 -3.78 0.094
H -4.33 2.12 3.22 0.079
H 1.19 4.70 1.67 0.049
H 4.90 -7.09 -1.73 0.114
C 2.74 4.16 4.32 -0.242
H 3.07 -8.40 -5.30 0.067
H 3.95 -1.88 -1.50 0.081
H -5.11 2.57 0.19 0.112
H 3.16 -1.52 -5.45 0.130
C 2.95 -8.24 -3.11 -0.243
H 2.72 4.58 0.78 0.065
C 4.63 -6.51 -2.62 -0.251
C 2.78 0.38 -6.50 -0.095
H 0.71 -5.92 -3.23 0.077
H -2.35 4.59 1.11 0.110
C 0.29 0.02 -6.49 -0.169
O 0.38 -1.10 -5.61 -0.141
C -1.76 3.32 2.74 -0.073
C -1.65 -2.83 -2.94 -0.079
H -0.99 4.67 -3.14 0.080
C -5.12 4.00 3.90 -0.080
N -4.08 3.57 1.68 -0.192
H -6.86 -1.04 4.48 0.072
H 6.63 4.16 3.33 0.074
C -1.17 3.59 -3.08 -0.095
H -2.84 -0.07 7.37 0.120
H 3.38 -8.78 -2.26 0.117
H 2.30 6.15 5.02 0.076
H -6.37 -1.99 8.15 0.055
H -5.34 -1.72 5.05 0.066
C -6.24 -1.17 5.36 -0.080
C 1.21 -6.08 -4.18 -0.089
H -6.80 -1.80 6.06 0.055
C -3.56 -0.26 6.56 -0.271
H 3.40 4.07 5.19 0.105
H -1.99 0.09 5.13 0.076
C -0.47 -2.06 -3.61 -0.222
H 1.52 2.48 2.68 0.105
C 3.46 -1.70 -2.45 0.072
H -5.60 4.90 3.50 0.081
N 3.31 3.37 3.24 -0.196
H -1.48 -2.11 -5.57 0.131
H -2.35 -3.26 -3.65 0.075
H 4.50 4.79 2.20 0.101
H 5.46 4.75 4.50 0.067
H -2.12 -2.13 -2.24 0.069
H -4.46 0.24 9.00 0.110
C 3.45 -0.49 -2.93 -0.192
H 5.77 3.01 4.35 0.082
N 2.55 -0.11 -4.00 0.016
H -6.14 0.42 8.60 0.112
H -0.68 2.13 -5.06 0.131
C -5.90 0.20 5.96 -0.246
H 0.85 -5.32 -4.88 0.065
H -3.00 1.50 5.42 0.069
H -5.79 3.56 4.63 0.070
H -0.72 0.45 -6.52 0.123
H 2.87 -9.93 -4.46 0.075
C -4.83 3.00 2.79 -0.268
C 0.07 1.86 -4.32 -0.151
H 4.19 0.20 -2.51 0.121
H -3.00 5.06 2.64 0.106
H -1.29 2.60 2.07 0.049
H 2.95 -4.93 -3.77 0.095
H -2.31 1.44 0.64 0.047
H 0.91 -7.05 -4.58 0.069
H 4.35 -0.24 -5.09 0.130
H -6.81 0.64 6.38 0.117
H 3.19 -6.16 -5.01 0.103
H -3.57 -1.35 6.41 0.103
C 2.34 1.25 -4.06 -0.323
H -1.19 -3.60 -2.31 0.069
H -1.95 3.33 -3.80 0.080
N 0.13 2.91 -3.28 -0.087
C -3.01 0.42 5.31 -0.097
H 6.64 -6.21 -3.33 0.071
C -5.24 -0.13 8.31 -0.250
H 2.86 2.14 1.64 0.103
C 2.72 -5.97 -4.03 -0.279
C 1.90 4.01 1.22 -0.089
H -5.79 2.65 2.41 0.122
C -4.07 2.73 0.50 -0.252
C 5.67 3.94 3.79 -0.088
H 2.67 -0.29 -7.36 0.129
H 3.05 -2.56 -2.98 0.066
H 4.94 3.10 1.98 0.113
H 3.35 2.98 -3.80 0.154
H 1.37 3.51 0.39 0.054
H -1.59 3.39 -2.08 0.069
H 1.80 3.70 4.64 0.114
H -3.63 0.77 -0.29 0.066
N -4.85 0.26 6.97 -0.196
H 3.19 2.06 -2.35 0.130
C 3.29 -0.44 -5.31 -0.075
H -3.60 0.16 4.42 0.056
```

Output
Net charge ... +1
Total energy ... -52668.8311 eV
Gap between HOMO and LUMO ... 5.54 eV
LUMO ... -3.8 eV

=====

3.
This record from the OMol25 dataset describes a structure of composition C36H86N2 at a distorted geometry. The level of theory is wB97M-V/def2-TZVPD.

XYZ file:
```
124
Properties=species:S:1:pos:R:3:lowdin_charge:R:1
C 1.98 0.42 -1.37 -0.257
H -7.72 -1.04 -2.08 0.083
H -4.15 -2.22 1.37 0.055
H 1.04 -0.50 1.91 0.126
H -7.26 -3.25 -1.05 0.091
H -4.45 -1.57 -2.72 0.097
H 1.87 2.61 -1.10 0.110
C -4.77 -0.04 2.31 -0.107
H 0.70 1.80 7.26 0.067
H -5.07 -4.84 0.43 0.084
H 4.50 1.04 -4.82 0.072
H -4.73 0.67 3.10 0.035
H -5.78 -0.34 1.96 0.058
C 1.54 -0.26 5.28 -0.237
H 2.89 -1.99 0.70 0.124
C -1.30 0.05 0.66 -0.070
H 0.49 6.39 -0.84 0.143
C 2.59 1.76 -1.39 -0.158
H 0.12 -4.63 2.09 0.075
H 3.53 -0.30 -7.49 0.031
H -2.24 0.62 0.74 0.064
H 3.22 1.20 -2.19 -0.138
H -2.71 -2.46 -1.35 0.035
C 2.18 5.77 -3.43 -0.283
H 1.95 -1.19 6.93 0.088
H 3.04 -1.59 -2.54 0.145
H 2.45 1.58 4.79 0.089
C 4.02 0.48 -2.25 -0.293
C 0.30 5.44 -1.62 -0.133
H -5.22 -3.03 -3.05 0.125
H 1.30 -2.92 5.29 0.131
H -0.65 -2.96 7.57 0.074
C 4.17 0.18 -5.40 -0.171
H -1.42 -5.93 2.85 0.159
C 1.08 -1.11 6.41 -0.234
H 5.21 -0.53 -0.57 0.094
C -3.27 -3.14 -1.93 -0.075
H -5.62 -5.04 -1.09 -0.102
N 1.18 0.04 -0.21 -0.105
H -0.50 -2.28 5.30 0.100
C -4.20 -2.43 2.39 -0.260
H 0.04 2.12 5.81 0.055
H 5.25 4.80 -6.09 0.082
H -4.95 -0.26 -0.93 0.083
C -4.01 -1.14 3.15 -0.251
H 0.84 -0.03 4.34 0.143
H 3.86 -0.54 0.53 -0.010
H -1.72 -3.79 1.30 0.029
H -0.36 0.93 -0.99 0.074
H -0.57 -4.42 3.74 -0.001
C 3.26 5.15 -4.13 -0.330
H 2.37 -0.03 -4.30 -0.026
C 4.11 6.17 -4.76 -0.301
H -6.86 -5.27 0.02 0.161
H 2.25 4.52 -1.55 0.109
H -2.68 -3.28 -2.92 0.111
H 2.66 -0.41 -1.50 0.052
H 5.66 6.44 -5.75 -0.024
H -0.27 -4.35 6.59 0.087
C 5.41 5.61 -5.35 -0.090
H 2.47 -0.68 4.78 0.117
C -3.24 -3.56 2.92 -0.140
C -6.34 -3.21 -0.50 -0.218
H 2.05 0.84 1.53 0.113
H -4.37 -1.16 4.26 0.138
H 3.39 2.00 -0.70 0.103
H -4.31 0.44 1.25 0.117
H -6.60 -0.31 -3.01 0.045
C -1.77 -3.56 2.24 -0.193
H 2.58 6.63 -2.85 0.123
H -1.35 -2.77 2.52 -0.005
H -7.14 0.64 -1.66 0.096
C 0.44 -2.41 5.85 -0.277
H 1.23 3.02 6.38 0.040
H 5.09 -0.34 -5.19 0.093
C 3.65 0.41 -6.82 -0.058
H 4.80 1.21 -2.92 0.191
H -3.78 -4.50 2.81 0.082
C 0.14 -3.39 6.95 -0.127
C -5.80 -0.84 -0.92 -0.324
N -5.29 -2.16 -0.87 -0.134
C 0.98 2.03 6.24 -0.104
H 3.44 -0.35 -0.42 0.029
H 4.23 1.13 -7.29 0.054
C -4.66 -2.54 -2.23 -0.212
H 4.28 6.96 -4.00 0.122
C -0.80 -4.75 2.75 -0.089
H -1.66 -0.82 0.14 0.054
H 2.81 -1.56 -4.64 0.137
C 4.40 0.15 -0.74 -0.114
C 3.12 -0.50 -4.39 -0.140
H -0.39 4.42 -1.40 0.137
C 1.80 -0.12 1.08 -0.277
H 3.99 4.82 -3.29 0.147
C 2.09 1.14 5.69 -0.227
C 3.02 -0.95 1.18 -0.137
H 0.24 -0.69 7.08 0.149
H 2.89 4.26 -4.79 0.159
H -0.88 -0.41 1.59 0.063
H -2.96 -0.96 3.28 0.085
H 2.92 1.05 -6.81 0.016
C -6.80 -0.40 -1.96 -0.083
H 1.39 0.26 -2.24 0.144
C 3.73 -0.78 -2.98 -0.236
H -3.21 -3.27 4.01 0.106
H 2.86 1.12 6.27 0.046
H 0.00 1.61 0.52 0.077
H 3.08 2.06 -2.28 0.100
H 4.69 -1.34 -3.03 0.120
C 1.48 4.84 -2.32 -0.280
H -0.44 5.90 -2.05 -0.041
H 3.33 -1.15 2.22 0.078
H -5.17 -2.93 2.34 0.103
C -5.82 -4.64 -0.37 -0.054
C -0.17 0.77 -0.02 -0.199
H -6.75 -2.93 0.51 0.108
H 1.26 4.13 -3.13 0.103
H 4.68 1.19 -0.42 0.112
H 3.51 6.78 -5.42 0.109
H 1.46 6.11 -4.22 0.135
H 6.31 5.26 -4.66 0.124
H -3.42 -4.05 -1.48 0.020
H 0.91 -3.25 7.59 0.026
H -6.24 -0.56 -0.03 0.065
```

Output
Total energy ... -41679.4378 eV
Relative energy (zero: lowest compared OMol25 entry of this formula, charge and spin) ... 1202.66 kJ/mol
Gap between HOMO and LUMO ... 8.60 eV
LUMO ... 0.7 eV